Density functional theory data (the ωB97M-V functional and the def2-TZVPD basis) for one molecule with the formula C21H25N5O2.

Structure (XYZ):
```
53
Properties=species:S:1:pos:R:3:mulliken_charge:R:1
O 2.35 1.08 0.42 -0.66
C 2.58 -0.01 -0.08 0.63
N 3.13 -1.04 0.59 -0.14
C 3.36 -1.01 2.02 -0.96
H 3.51 0.04 2.30 0.44
H 4.25 -1.59 2.24 0.42
C 2.17 -1.59 2.80 -0.72
C 1.84 -2.97 2.30 0.68
N 2.84 -3.83 2.15 -0.48
C 2.56 -5.01 1.64 -0.28
C 1.28 -5.35 1.24 -0.22
N 0.26 -4.51 1.41 -0.65
C 0.54 -3.34 1.96 -0.25
H -0.30 -2.68 2.11 0.52
H 1.05 -6.29 0.77 0.39
H 3.40 -5.69 1.53 0.43
H 1.30 -0.94 2.69 0.26
H 2.43 -1.64 3.86 0.40
H 3.14 -1.95 0.15 0.33
C 2.31 -0.32 -1.55 -1.20
H 3.06 -1.01 -1.93 0.46
H 2.37 0.62 -2.10 0.49
C 0.91 -0.94 -1.74 0.26
N -0.09 -0.04 -1.19 0.46
C -1.13 -0.67 -0.42 -0.71
H -0.75 -0.86 0.59 0.02
H -1.98 0.01 -0.34 0.55
C -1.55 -2.01 -1.04 -0.78
N -0.38 -2.86 -1.03 0.01
C 0.85 -2.36 -1.18 -0.45
O 1.85 -3.03 -0.97 -0.73
H -0.44 -3.78 -0.60 0.49
H -1.89 -1.85 -2.07 0.29
H -2.35 -2.49 -0.48 0.46
C -0.57 0.98 -2.11 -1.12
C -1.00 2.18 -1.33 -0.38
C -2.16 2.80 -1.50 -0.13
C -2.63 3.98 -0.77 0.92
C -3.83 4.58 -1.16 -0.44
C -4.31 5.70 -0.51 -0.53
C -3.61 6.23 0.56 -0.45
C -2.43 5.64 0.97 -0.60
C -1.94 4.53 0.31 -0.47
H -1.02 4.08 0.64 0.36
H -1.88 6.05 1.80 0.37
H -3.99 7.10 1.07 0.37
H -5.24 6.15 -0.83 0.38
H -4.38 4.17 -2.00 0.33
H -2.84 2.44 -2.26 0.27
H -0.28 2.49 -0.59 0.35
H -1.38 0.61 -2.76 0.23
H 0.27 1.27 -2.74 0.44
H 0.75 -1.08 -2.82 0.35
```

Properties
E = -33728.8910 eV
charge = 0
SMILES = O=C(C[C@H]1C(=O)NCCN1C/C=C/c1ccccc1)NCCc1cnccn1

***

Density functional theory data (the ωB97M-V functional and the def2-TZVPD basis) for one molecule with the formula C21H25NO6.

Structure (XYZ):
```
53
Properties=species:S:1:pos:R:3:mulliken_charge:R:1
C 2.54 5.28 -3.32 0.24
C 1.94 4.35 -3.77 -0.44
C 1.24 3.18 -4.28 -0.97
N 1.22 2.11 -3.30 -0.07
C 0.07 1.58 -2.82 0.14
O -1.03 1.90 -3.22 -0.71
C 0.28 0.56 -1.76 0.10
C -0.76 -0.04 -1.17 -1.32
C -0.61 -1.01 -0.04 1.35
C -1.58 -0.67 1.07 -0.20
C -2.35 -1.67 1.66 -0.09
C -3.23 -1.40 2.70 -1.34
C -3.33 -0.10 3.12 1.06
C -2.57 0.91 2.53 0.22
C -1.69 0.65 1.51 -0.79
H -1.12 1.44 1.05 0.51
O -2.86 2.11 3.13 -0.50
C -3.83 1.83 4.11 -0.27
O -4.11 0.44 4.11 -0.49
H -4.75 2.39 3.88 0.25
H -3.46 2.12 5.10 0.25
H -3.83 -2.18 3.15 0.42
H -2.25 -2.68 1.30 0.50
H -0.85 -2.01 -0.39 0.45
C 0.84 -0.96 0.49 0.54
C 1.17 -2.10 1.47 -1.06
C 1.65 -3.43 0.88 -0.44
C 0.62 -4.20 0.05 -0.81
O -0.61 -4.38 0.70 -0.49
H -0.45 -4.82 1.54 0.35
H 0.39 -3.67 -0.88 0.28
H 1.05 -5.17 -0.23 0.39
H 1.93 -4.06 1.73 0.51
H 2.54 -3.27 0.28 0.18
H 1.96 -1.74 2.13 0.40
H 0.28 -2.27 2.08 0.42
C 1.80 -0.89 -0.70 -0.52
O 3.10 -0.87 -0.22 -0.38
C 4.11 -0.96 -1.22 -0.14
C 5.45 -1.14 -0.53 -1.31
H 5.44 -2.04 0.08 0.31
H 5.64 -0.29 0.12 0.30
H 6.24 -1.20 -1.27 0.42
H 4.11 -0.06 -1.84 0.19
H 3.89 -1.82 -1.87 0.32
O 1.59 0.29 -1.47 -0.39
H 1.65 -1.75 -1.38 0.36
H 0.96 -0.02 1.03 0.40
H -1.75 0.23 -1.49 0.53
H 2.09 1.83 -2.87 0.22
H 1.72 2.84 -5.20 0.32
H 0.19 3.43 -4.49 0.36
H 3.05 6.11 -2.95 0.41
```

Properties
E = -35955.1973 eV
charge = 0
SMILES = C#CCNC(=O)C1=C[C@H](c2ccc3c(c2)OCO3)[C@@H](CCCO)[C@H](OCC)O1

***

Density functional theory data (the ωB97M-V functional and the def2-TZVPD basis) for C21H26AgN5S as an isolated structure.

Structure (XYZ):
```
54
Properties=species:S:1:pos:R:3:mulliken_charge:R:1
Ag 0.52 0.26 1.16 0.04
N -2.29 -1.30 -0.54 -0.21
C -1.74 -2.50 -0.95 0.11
C -2.47 -3.40 -1.75 -0.67
C -1.88 -4.56 -2.21 -0.47
C -0.56 -4.86 -1.91 -0.81
C 0.16 -3.98 -1.11 -0.30
C -0.41 -2.82 -0.63 0.66
H -3.29 -1.20 -0.54 0.20
H -1.80 -0.77 0.16 0.11
H -3.50 -3.17 -1.99 0.35
H -2.46 -5.24 -2.82 0.38
H -0.10 -5.77 -2.28 0.42
H 1.19 -4.21 -0.85 0.28
H 0.15 -2.14 0.00 0.06
C 2.50 -0.31 -3.52 -1.17
C 1.97 -0.57 -2.09 1.23
N 0.95 0.41 -1.74 1.03
C 1.49 1.75 -1.89 -0.51
C 1.77 2.05 -3.38 -0.61
N 1.61 0.75 -4.12 0.04
C 0.18 0.30 -4.07 -0.97
C -0.23 0.23 -2.58 0.39
H 2.45 -1.18 -4.16 0.23
H 3.52 0.08 -3.52 0.44
H 2.78 -0.51 -1.38 -1.39
H 1.53 -1.57 -2.02 0.03
H 2.40 1.82 -1.30 0.39
H 0.77 2.47 -1.50 0.17
H 2.78 2.41 -3.56 0.34
H 1.05 2.75 -3.80 0.33
H 1.88 0.89 -5.09 0.30
H 0.13 -0.67 -4.57 0.40
H -0.41 1.02 -4.64 0.34
H -0.69 -0.73 -2.36 -0.21
H -0.95 1.01 -2.35 -0.11
C 2.02 -0.88 2.21 -2.28
C 3.05 -1.10 1.21 1.22
C 3.16 -2.32 0.51 -0.36
C 4.06 -2.49 -0.52 -0.40
C 4.92 -1.45 -0.90 0.36
C 4.88 -0.26 -0.17 -0.37
C 3.98 -0.09 0.86 -0.65
C 5.70 -1.55 -2.09 0.00
N 6.27 -1.59 -3.09 -0.60
H 2.32 -0.22 3.02 0.60
H 1.62 -1.81 2.61 0.36
H 2.51 -3.13 0.79 0.50
H 4.10 -3.43 -1.06 0.45
H 5.57 0.54 -0.43 0.46
H 3.96 0.85 1.41 0.41
S -1.81 3.28 -1.64 -0.45
C -1.34 2.31 -0.42 0.33
N -0.97 1.58 0.42 -0.39
```

Properties
E = -44482.6900 eV
charge = 0

***

Here are the calculated energy relative to the best compared isomer or geometry (same formula, charge and spin) numbers, same order: 155.06; 489.59; 10.31 (kJ/mol).
Here are the calculated F_max numbers, same order: 0.613; 1.279; 0.403 (eV/Å).